[1]
Entry from OMol25: 7 unconnected molecules or ions with the total composition C68H147N6O2 in a non-equilibrium geometry (ωB97M-V/def2-TZVPD).

```
223
C68H147N6O2 ωB97M-V/def2-TZVPD
C -1.422 -1.196 -7.430
C -0.892 -0.292 -6.366
O -1.657 0.438 -5.775
O 0.325 -0.343 -6.121
H -0.595 -1.727 -7.903
H -2.081 -0.743 -8.170
H -2.009 -1.898 -6.838
C -3.342 -2.783 -10.462
C -3.828 -2.883 -11.928
C -4.482 -4.294 -12.233
C -4.976 -4.308 -13.686
N -5.541 -5.653 -14.174
C -6.613 -6.238 -13.252
C -7.688 -6.903 -14.159
C -7.334 -6.624 -15.574
C -6.364 -5.474 -15.476
C -4.402 -6.691 -14.339
C -3.238 -6.224 -15.298
C -2.371 -7.371 -15.733
H -2.821 -3.715 -10.240
H -4.221 -2.619 -9.838
H -2.619 -1.976 -10.346
H -2.892 -2.883 -12.486
H -4.453 -2.069 -12.293
H -5.345 -4.429 -11.581
H -3.709 -5.035 -12.027
H -4.223 -4.079 -14.440
H -5.744 -3.562 -13.893
H -6.135 -6.849 -12.486
H -6.993 -5.347 -12.752
H -7.763 -7.940 -13.832
H -8.667 -6.442 -14.025
H -6.890 -7.431 -16.158
H -8.214 -6.350 -16.156
H -5.701 -5.371 -16.335
H -6.856 -4.505 -15.390
H -4.789 -7.666 -14.635
H -4.088 -6.773 -13.298
H -2.641 -5.483 -14.767
H -3.677 -5.672 -16.130
H -2.423 -8.275 -15.125
H -1.350 -7.068 -15.966
H -2.704 -7.668 -16.727
C -1.583 -5.301 -7.418
C -2.792 -4.636 -6.655
C -4.028 -5.511 -6.529
C -3.888 -6.679 -5.501
N -5.017 -7.749 -5.579
C -4.970 -8.636 -4.315
C -3.859 -9.665 -4.544
C -3.884 -9.925 -6.086
C -4.811 -8.813 -6.695
C -6.367 -7.091 -5.746
C -6.746 -6.195 -4.472
C -8.250 -5.791 -4.473
H -0.843 -4.541 -7.669
H -1.916 -5.735 -8.360
H -1.183 -6.094 -6.786
H -3.089 -3.741 -7.201
H -2.505 -4.279 -5.666
H -4.209 -5.813 -7.560
H -4.910 -4.889 -6.376
H -3.947 -6.367 -4.458
H -2.949 -7.231 -5.483
H -5.924 -9.163 -4.279
H -4.747 -7.974 -3.479
H -3.668 -10.549 -3.936
H -2.926 -9.140 -4.339
H -4.427 -10.847 -6.294
H -2.891 -9.944 -6.535
H -5.729 -9.390 -6.807
H -4.658 -8.304 -7.646
H -7.059 -7.930 -5.818
H -6.443 -6.510 -6.665
H -6.134 -5.296 -4.556
H -6.472 -6.696 -3.543
H -8.492 -5.111 -5.290
H -8.443 -5.351 -3.495
H -8.963 -6.584 -4.697
C -2.873 -0.280 -2.145
C -1.981 -1.549 -1.880
C -0.453 -1.392 -1.611
C 0.292 -0.468 -2.547
N 1.815 -0.594 -2.585
C 2.471 0.424 -3.640
C 2.676 1.756 -2.912
C 3.130 1.241 -1.550
C 2.506 -0.139 -1.265
C 2.267 -2.019 -2.946
C 1.772 -2.489 -4.315
C 2.033 -3.981 -4.525
H -2.871 0.108 -3.164
H -2.474 0.616 -1.671
H -3.900 -0.477 -1.837
H -2.080 -2.188 -2.757
H -2.443 -2.112 -1.069
H -0.122 -2.422 -1.743
H -0.262 -1.105 -0.577
H -0.078 0.500 -2.208
H 0.010 -0.560 -3.596
H 3.434 -0.022 -3.889
H 1.810 0.502 -4.503
H 3.374 2.417 -3.425
H 1.751 2.300 -2.723
H 4.200 1.053 -1.639
H 3.046 1.911 -0.694
H 3.210 -0.900 -0.928
H 1.739 -0.076 -0.493
H 1.964 -2.523 -2.029
H 3.351 -2.101 -3.016
H 2.197 -1.891 -5.121
H 0.699 -2.314 -4.399
H 3.094 -4.058 -4.762
H 1.536 -4.385 -5.408
H 1.731 -4.649 -3.719
C -5.809 4.577 -4.620
C -5.153 3.292 -5.049
C -6.093 2.090 -5.203
C -5.235 0.760 -5.139
N -5.833 -0.541 -5.674
C -7.023 -0.925 -4.743
C -6.669 -2.328 -4.298
C -5.190 -2.386 -4.269
C -4.798 -1.631 -5.477
C -6.198 -0.366 -7.173
C -5.076 -0.077 -8.199
C -5.694 0.032 -9.653
H -5.128 5.380 -4.337
H -6.340 4.460 -3.675
H -6.472 4.947 -5.401
H -4.348 3.015 -4.369
H -4.565 3.441 -5.954
H -6.743 2.197 -6.072
H -6.790 2.209 -4.374
H -4.905 0.540 -4.124
H -4.358 1.098 -5.691
H -7.893 -0.673 -5.349
H -7.196 -0.243 -3.910
H -7.050 -3.124 -4.938
H -7.038 -2.528 -3.292
H -4.795 -3.401 -4.254
H -4.766 -1.916 -3.382
H -4.757 -2.307 -6.332
H -3.805 -1.196 -5.364
H -6.841 0.507 -7.058
H -6.845 -1.200 -7.445
H -4.335 -0.873 -8.122
H -4.537 0.836 -7.947
H -5.020 0.575 -10.315
H -6.576 0.671 -9.600
H -6.051 -0.940 -9.995
C -0.523 1.208 -10.874
C 0.838 0.499 -11.105
C 1.473 0.158 -9.702
C 2.873 -0.392 -9.789
N 3.610 -0.913 -8.469
C 2.857 -2.199 -8.029
C 3.582 -3.367 -8.750
C 4.768 -2.843 -9.454
C 5.022 -1.457 -8.875
C 3.584 0.072 -7.293
C 4.453 1.326 -7.650
C 4.589 2.310 -6.481
H -1.248 0.601 -10.331
H -0.945 1.712 -11.743
H -0.448 2.058 -10.196
H 1.393 1.285 -11.619
H 0.797 -0.437 -11.661
H 0.774 -0.469 -9.149
H 1.542 1.084 -9.130
H 3.577 0.373 -10.118
H 3.084 -1.185 -10.506
H 3.009 -2.347 -6.960
H 1.776 -2.092 -8.111
H 4.000 -4.174 -8.148
H 2.828 -3.823 -9.390
H 5.698 -3.412 -9.487
H 4.619 -2.873 -10.533
H 5.768 -1.447 -8.080
H 5.417 -0.718 -9.572
H 4.102 -0.451 -6.489
H 2.580 0.338 -6.964
H 4.095 1.884 -8.515
H 5.468 1.094 -7.972
H 4.962 1.694 -5.663
H 3.601 2.637 -6.158
H 5.155 3.202 -6.751
C -5.496 7.962 -6.745
C -4.632 6.700 -7.102
C -3.274 6.686 -6.347
C -2.355 5.681 -7.052
N -1.047 5.353 -6.404
C 0.024 4.656 -7.351
C 0.293 3.249 -6.791
C 0.051 3.400 -5.266
C -1.169 4.370 -5.197
C -0.344 6.693 -5.944
C 0.015 7.697 -7.071
C 0.745 8.973 -6.512
H -5.828 8.521 -7.620
H -5.040 8.769 -6.171
H -6.466 7.684 -6.332
H -4.483 6.728 -8.181
H -5.161 5.757 -6.960
H -3.402 6.452 -5.290
H -2.722 7.625 -6.397
H -2.128 5.964 -8.079
H -2.830 4.700 -7.091
H 0.992 5.145 -7.454
H -0.312 4.519 -8.379
H 1.353 3.045 -6.946
H -0.264 2.410 -7.209
H 0.932 3.791 -4.757
H -0.343 2.512 -4.772
H -1.257 4.913 -4.256
H -2.139 3.881 -5.289
H 0.541 6.277 -5.464
H -0.894 7.087 -5.089
H -0.860 8.106 -7.577
H 0.713 7.330 -7.823
H 0.200 9.396 -5.668
H 0.855 9.826 -7.182
H 1.727 8.667 -6.150
```

Values from the calculation:
- gap between HOMO and LUMO (eV) = 8.70
- E_HOMO (eV) = -17.39
- electronic energy (hartree) = -3156.38823
- ΔE to the lowest compared entry with this formula, charge and spin (kJ/mol) = 166.0
- net charge = +5

---

[2]
Entry from OMol25: 7 unconnected molecules or ions with the total composition C68H156F4N3O9P4S4 in a non-equilibrium geometry (ωB97M-V/def2-TZVPD).

```
248
C68H156F4N3O9P4S4 ωB97M-V/def2-TZVPD
C -2.776 0.810 -2.876
C -1.722 -0.111 -2.240
C -0.317 -0.101 -2.866
O 0.625 -0.906 -2.161
C 0.244 -2.307 -2.203
N -1.364 0.162 -0.726
H -1.732 -0.503 -0.061
H -0.387 -0.034 -0.564
H -1.483 1.100 -0.371
H -3.045 0.397 -3.849
H -2.366 1.812 -2.996
H -3.727 0.921 -2.356
H -2.253 -1.062 -2.219
H 0.125 0.893 -2.933
H -0.299 -0.492 -3.883
H -0.137 -2.592 -3.184
H -0.477 -2.500 -1.409
H 1.162 -2.847 -1.968
C -2.391 -3.486 6.469
C -2.514 -1.951 6.665
C -2.480 -1.163 5.384
C -2.530 0.392 5.745
P -2.635 1.439 4.150
C -2.872 3.239 4.576
C -3.226 4.242 3.508
C -3.625 5.579 4.134
C -2.359 6.310 4.628
C -4.141 0.907 3.189
C -5.452 1.141 3.801
C -6.561 0.571 2.832
C -7.872 0.203 3.507
C -1.092 1.163 3.136
C 0.170 1.730 3.778
C 1.514 1.231 3.318
C 1.615 -0.310 3.310
H -2.765 -4.043 7.328
H -1.366 -3.831 6.340
H -2.901 -3.866 5.584
H -1.828 -1.572 7.423
H -3.424 -1.714 7.216
H -3.376 -1.368 4.799
H -1.554 -1.456 4.888
H -1.572 0.670 6.183
H -3.307 0.649 6.465
H -1.898 3.490 4.996
H -3.569 3.163 5.411
H -4.139 3.952 2.989
H -2.565 4.272 2.642
H -4.236 5.390 5.016
H -4.220 6.236 3.501
H -1.546 6.379 3.905
H -2.040 5.642 5.428
H -2.457 7.245 5.181
H -4.016 -0.132 2.887
H -4.189 1.500 2.276
H -5.725 2.195 3.756
H -5.507 0.635 4.765
H -6.126 -0.381 2.527
H -6.629 1.015 1.839
H -8.387 1.127 3.769
H -7.713 -0.338 4.441
H -8.457 -0.420 2.832
H -1.129 1.573 2.126
H -1.055 0.079 3.026
H 0.027 1.522 4.838
H 0.118 2.793 3.542
H 2.341 1.639 3.901
H 1.526 1.669 2.320
H 0.854 -0.736 3.963
H 2.660 -0.572 3.478
H 1.375 -0.679 2.312
C -6.220 6.665 -4.076
C -4.941 7.308 -4.707
C -3.726 6.313 -4.697
C -2.285 6.836 -4.946
P -1.769 7.511 -6.646
C -0.033 7.896 -6.614
C 0.862 7.281 -5.529
C 2.350 7.594 -5.727
C 3.194 7.160 -4.457
C -1.957 6.111 -7.858
C -1.083 4.883 -7.725
C -1.615 3.921 -6.653
C -0.590 2.858 -6.107
C -2.729 9.009 -7.061
C -2.598 10.137 -5.924
C -3.411 11.402 -6.246
C -4.957 11.237 -6.373
H -6.053 6.252 -3.081
H -6.798 6.036 -4.753
H -6.738 7.589 -3.819
H -4.623 8.177 -4.131
H -5.271 7.664 -5.684
H -3.946 5.489 -5.376
H -3.677 5.928 -3.678
H -1.548 6.144 -4.536
H -1.994 7.688 -4.332
H -0.070 8.984 -6.563
H 0.382 7.692 -7.601
H 0.740 6.198 -5.570
H 0.654 7.590 -4.505
H 2.494 8.624 -6.053
H 2.766 7.026 -6.559
H 4.202 7.553 -4.587
H 3.169 6.091 -4.246
H 2.850 7.533 -3.492
H -1.869 6.433 -8.896
H -3.009 5.836 -7.932
H -0.034 5.128 -7.560
H -1.186 4.289 -8.634
H -2.503 3.435 -7.057
H -2.050 4.264 -5.714
H -0.162 2.270 -6.918
H -1.049 2.206 -5.364
H 0.278 3.166 -5.523
H -3.784 8.736 -7.040
H -2.383 9.197 -8.077
H -1.547 10.399 -5.804
H -2.883 9.796 -4.928
H -2.934 11.946 -7.061
H -3.305 12.043 -5.371
H -5.483 12.184 -6.248
H -5.448 10.847 -5.481
H -5.321 10.666 -7.227
C -2.198 -12.979 2.959
C -0.886 -12.350 3.454
C -0.584 -10.955 2.863
C 0.440 -10.166 3.634
P 0.468 -8.452 2.983
C 0.717 -8.520 1.154
C 1.106 -7.123 0.670
C 0.960 -6.907 -0.821
C 1.598 -5.572 -1.245
C -1.071 -7.592 3.390
C -1.513 -7.721 4.825
C -2.981 -7.714 5.110
C -3.331 -7.995 6.573
C 1.709 -7.559 4.048
C 1.923 -6.008 3.745
C 2.894 -5.263 4.717
C 2.499 -5.379 6.289
H -3.062 -12.317 3.018
H -2.470 -13.857 3.544
H -2.185 -13.304 1.919
H -0.126 -13.002 3.024
H -0.798 -12.507 4.529
H -1.521 -10.430 2.676
H -0.255 -11.071 1.831
H 1.344 -10.745 3.441
H 0.182 -10.207 4.693
H -0.154 -8.905 0.623
H 1.439 -9.285 0.869
H 2.170 -7.049 0.896
H 0.658 -6.301 1.229
H -0.100 -6.743 -1.017
H 1.435 -7.735 -1.346
H 2.687 -5.574 -1.186
H 1.242 -4.706 -0.686
H 1.535 -5.516 -2.331
H -1.921 -7.858 2.762
H -0.826 -6.584 3.055
H -0.888 -7.012 5.367
H -1.189 -8.666 5.263
H -3.561 -8.440 4.539
H -3.529 -6.825 4.798
H -2.673 -7.405 7.213
H -3.279 -9.064 6.776
H -4.326 -7.705 6.910
H 2.634 -8.112 3.886
H 1.358 -7.723 5.066
H 0.969 -5.498 3.879
H 2.109 -5.705 2.715
H 2.892 -4.230 4.370
H 3.946 -5.548 4.726
H 2.590 -6.410 6.630
H 1.421 -5.303 6.426
H 2.988 -4.811 7.081
C 5.097 2.771 2.252
C 4.639 2.495 0.849
C 5.689 1.564 0.182
C 5.313 1.161 -1.283
P 6.123 -0.272 -2.012
C 5.613 -1.708 -0.937
C 4.165 -1.717 -0.360
C 4.148 -2.128 1.145
C 4.050 -3.647 1.261
C 7.869 -0.178 -2.226
C 8.858 0.334 -1.099
C 9.069 -0.552 0.144
C 10.297 -0.334 1.075
C 5.403 -0.429 -3.710
C 3.878 -0.013 -3.797
C 3.220 -0.280 -5.060
C 3.231 -1.702 -5.440
H 4.577 3.611 2.713
H 6.093 3.204 2.344
H 5.021 1.866 2.855
H 4.606 3.454 0.331
H 3.669 2.000 0.867
H 5.748 0.656 0.782
H 6.664 2.048 0.226
H 5.420 2.016 -1.951
H 4.233 1.038 -1.202
H 6.278 -1.655 -0.075
H 5.761 -2.639 -1.484
H 3.417 -2.269 -0.929
H 3.710 -0.740 -0.521
H 3.217 -1.753 1.570
H 4.923 -1.795 1.834
H 4.957 -4.240 1.137
H 3.410 -4.113 0.512
H 3.595 -3.971 2.197
H 8.124 0.360 -3.138
H 8.070 -1.233 -2.416
H 8.427 1.312 -0.882
H 9.829 0.405 -1.589
H 9.021 -1.629 -0.014
H 8.185 -0.295 0.728
H 11.217 -0.278 0.494
H 10.484 -1.209 1.698
H 10.244 0.653 1.533
H 5.515 -1.484 -3.961
H 6.028 0.169 -4.372
H 3.760 1.062 -3.662
H 3.389 -0.485 -2.944
H 3.705 0.314 -5.835
H 2.189 0.073 -5.098
H 4.175 -2.242 -5.380
H 2.961 -1.723 -6.496
H 2.429 -2.320 -5.036
N -2.008 -2.136 0.950
S -3.147 -2.932 0.374
O -4.133 -3.580 1.260
O -3.060 -3.439 -1.009
F -3.931 -1.582 -0.003
S -1.324 -3.389 1.875
O -1.046 -4.614 1.171
O -1.709 -3.547 3.261
F 0.182 -2.745 2.074
N -1.789 2.744 -0.048
S -0.839 3.910 -0.137
O -0.878 4.971 0.835
O -0.474 4.215 -1.497
F 0.519 3.112 0.272
S -3.023 3.739 -0.673
O -3.043 4.049 -2.081
O -3.616 4.707 0.250
F -4.074 2.567 -0.645
```

Values from the calculation:
- gap between HOMO and LUMO (spin up / spin down) (eV) = 7.72 / 2.55
- E_HOMO (spin up / spin down) (eV) = -16.86 / -16.86
- multiplicity = 2
- electronic energy (hartree) = -6882.03826
- ⟨S²⟩ = 0.76
- ΔE to the lowest compared entry with this formula, charge and spin (kJ/mol) = 42.4
- net charge = +4